(1)
Formula: C16H17NO
Source: the OMol25 dataset
Level of theory: wB97M-V/def2-TZVPD

Atoms and positions in Å:
1 C -2.09 1.94 2.95
2 C -0.98 1.08 3.45
3 C -0.98 0.36 4.61
4 N 0.26 -0.15 5.00
5 C 1.05 0.00 3.87
6 C 2.17 -0.75 3.48
7 C 2.56 -0.78 2.17
8 C 1.94 0.14 1.31
9 C 1.02 1.09 1.73
10 C 0.40 0.91 2.98
11 H -3.08 1.49 2.94
12 H -1.91 2.31 1.96
13 H -2.26 2.80 3.61
14 H -1.79 0.12 5.30
15 H 0.30 -1.00 5.53
16 H 2.46 -1.45 4.25
17 H 3.32 -1.44 1.74
18 H 2.17 0.20 0.26
19 H 0.50 1.66 0.95
20 C -1.17 2.03 -2.57
21 C -0.93 0.65 -3.08
22 C 0.36 0.10 -3.04
23 C 0.71 -1.11 -3.61
24 C -0.22 -1.71 -4.48
25 O 0.32 -2.76 -5.16
26 C -1.50 -1.19 -4.64
27 C -1.83 -0.06 -3.88
28 H -2.02 1.96 -1.92
29 H -1.40 2.74 -3.37
30 H -0.24 2.48 -2.15
31 H 1.14 0.60 -2.44
32 H 1.45 -1.73 -3.09
33 H -0.35 -3.17 -5.73
34 H -2.30 -1.56 -5.26
35 H -2.81 0.34 -4.04

Output
Relative energy (zero: lowest compared OMol25 entry of this formula, charge and spin): 171.0 kJ/mol
Maximum force: 0.047 hartree/bohr
Structure (SMILES): Cc1c[nH]c2ccccc12.Cc1ccc(O)cc1
Orbital gap: 8.78 eV

(2)
Formula: C5H12N3O2
Source: the OMol25 dataset
Level of theory: wB97M-V/def2-TZVPD

Atoms and positions in Å:
1 C 0.05 -0.21 0.35
2 C 0.78 -0.59 -0.91
3 C 2.13 1.38 1.42
4 C -1.41 -0.78 -2.02
5 C 0.65 1.49 1.25
6 N -1.01 -0.64 0.88
7 N 2.04 -0.47 -0.90
8 N -1.75 -2.07 -1.31
9 O -0.26 1.72 2.19
10 O 0.06 -0.55 -2.02
11 H 2.58 2.41 1.04
12 H 2.30 1.44 2.50
13 H 2.58 0.57 0.85
14 H -1.67 -0.70 -3.16
15 H -1.98 0.01 -1.45
16 H 0.29 2.05 0.42
17 H -1.40 -0.19 1.72
18 H 2.42 -0.65 -1.84
19 H -1.66 -1.22 0.23
20 H -1.64 -2.98 -1.68
21 H -2.79 -2.03 -1.00
22 H 0.10 1.52 3.01

Output
Relative energy (zero: lowest compared OMol25 entry of this formula, charge and spin): 297.4 kJ/mol
Maximum force: 0.083 hartree/bohr
Net charge: +1
Orbital gap: 9.64 eV

(3)
Formula: C6H11ClOSi
Source: the OMol25 dataset
Level of theory: wB97M-V/def2-TZVPD

Atoms and positions in Å:
1 C 0.12 -2.44 1.01
2 C -0.39 -1.50 0.20
3 Cl -1.74 -1.93 -0.72
4 Si 0.42 0.12 -0.32
5 C 0.90 -0.05 -2.13
6 C 1.96 0.69 0.73
7 C -1.01 1.41 -0.11
8 C -2.14 1.20 0.67
9 O -0.63 2.47 -0.55
10 H -0.25 -3.45 1.14
11 H 0.84 -2.24 1.78
12 H 0.69 0.97 -2.53
13 H 1.90 -0.30 -2.34
14 H 0.20 -0.77 -2.64
15 H 2.22 -0.22 1.45
16 H 2.83 0.99 0.22
17 H 1.61 1.54 1.41
18 H -3.05 1.52 0.14
19 H -2.35 0.19 1.02
20 H -2.15 1.81 1.57

Output
Relative energy (zero: lowest compared OMol25 entry of this formula, charge and spin): 61.2 kJ/mol
Maximum force: 0.090 hartree/bohr
Structure (SMILES): C=C(Cl)[Si](C)(C)C(C)=O
Orbital gap: 9.52 eV

(4)
Formula: C4H6O2
Source: the OMol25 dataset
Level of theory: wB97M-V/def2-TZVPD

Atoms and positions in Å:
1 C -0.68 0.30 1.26
2 O -1.27 0.27 -0.05
3 C -0.42 -0.48 -0.88
4 C 0.81 0.21 -1.39
5 C 0.88 -0.53 -0.10
6 O 0.70 0.23 1.04
7 H -0.99 -0.52 1.89
8 H -0.89 1.25 1.72
9 H -0.80 -1.42 -1.30
10 H 1.36 -0.19 -2.28
11 H 0.88 1.29 -1.40
12 H 1.44 -1.42 0.09

Output
Relative energy (zero: lowest compared OMol25 entry of this formula, charge and spin): 230.0 kJ/mol
Maximum force: 0.037 hartree/bohr
Structure (SMILES): C1O[C@H]2C[C@H]2O1
Orbital gap: 10.69 eV

(5)
Formula: C2H6FOP
Source: the OMol25 dataset
Level of theory: wB97M-V/def2-TZVPD

Atoms and positions in Å:
1 C -0.99 -0.57 -1.14
2 C 0.20 0.16 1.63
3 O -0.35 2.00 -0.32
4 F 2.03 -0.77 -1.24
5 P -0.63 0.60 0.01
6 H 1.18 -0.47 -1.65
7 H -1.23 -1.56 -0.77
8 H -1.49 -0.10 -2.04
9 H 1.15 0.44 1.26
10 H -0.09 0.99 2.15
11 H 0.22 -0.73 2.11

Output
Relative energy (zero: lowest compared OMol25 entry of this formula, charge and spin): 289.3 kJ/mol
Maximum force: 0.087 hartree/bohr
Orbital gap: 9.43 eV

(6)
Formula: C31H71As3CoOSi5Te
Source: the OMol25 dataset
Level of theory: wB97M-V/def2-TZVPD

Atoms and positions in Å:
1 Co -0.76 -0.06 0.75
2 C -4.27 0.62 3.17
3 As -2.42 0.02 2.76
4 C -2.75 -1.82 3.31
5 C -1.52 0.61 4.42
6 C -0.98 2.05 4.51
7 C -0.61 2.29 5.98
8 C 0.30 2.25 3.68
9 As 0.29 1.91 1.73
10 C -0.36 3.61 1.02
11 C 2.20 2.27 1.55
12 C -2.08 3.03 4.08
13 As -1.68 4.96 4.21
14 C -2.42 5.29 6.00
15 C -3.28 5.52 3.23
16 H -4.45 0.57 4.24
17 H -4.96 -0.06 2.66
18 H -4.45 1.63 2.81
19 H -3.38 -1.86 4.20
20 H -1.79 -2.29 3.50
21 H -3.24 -2.34 2.49
22 H -0.71 -0.10 4.57
23 H -2.26 0.47 5.22
24 H 0.08 1.51 6.33
25 H -1.50 2.27 6.62
26 H -0.11 3.26 6.11
27 H 1.07 1.58 4.06
28 H 0.67 3.27 3.80
29 H 0.03 4.46 1.58
30 H -1.45 3.64 1.03
31 H -0.02 3.65 -0.02
32 H 2.49 3.03 2.28
33 H 2.41 2.62 0.54
34 H 2.75 1.35 1.73
35 H -2.99 2.86 4.67
36 H -2.34 2.85 3.04
37 H -1.69 5.05 6.77
38 H -3.33 4.70 6.16
39 H -2.67 6.35 6.08
40 H -3.13 5.37 2.16
41 H -3.47 6.58 3.41
42 H -4.15 4.94 3.56
43 C 4.04 -3.03 -0.96
44 Si 3.14 -2.95 -2.61
45 C 1.67 -4.12 -2.48
46 C 4.31 -3.64 -3.92
47 Si 2.42 -0.77 -3.01
48 Te 1.19 0.03 -1.07
49 Si 1.29 -0.74 -5.05
50 C 2.36 -1.12 -6.55
51 C 0.55 0.97 -5.32
52 C -0.12 -2.00 -5.07
53 Si 4.31 0.60 -3.21
54 C 3.75 2.38 -3.42
55 C 5.52 0.23 -4.62
56 C 5.30 0.51 -1.61
57 H 4.13 -4.07 -0.62
58 H 3.48 -2.48 -0.20
59 H 5.04 -2.60 -1.02
60 H 1.99 -5.09 -2.10
61 H 1.18 -4.27 -3.45
62 H 0.92 -3.71 -1.80
63 H 4.61 -4.65 -3.65
64 H 5.21 -3.03 -4.02
65 H 3.84 -3.68 -4.91
66 H 3.20 -0.43 -6.65
67 H 1.75 -1.04 -7.45
68 H 2.78 -2.13 -6.51
69 H 1.31 1.68 -5.64
70 H 0.12 1.36 -4.39
71 H -0.24 0.94 -6.08
72 H 0.26 -3.00 -5.27
73 H -0.84 -1.74 -5.85
74 H -0.66 -2.03 -4.12
75 H 3.46 2.60 -4.45
76 H 4.54 3.08 -3.12
77 H 2.87 2.57 -2.79
78 H 5.05 0.31 -5.60
79 H 5.96 -0.77 -4.54
80 H 6.33 0.96 -4.58
81 H 4.63 0.43 -0.75
82 H 5.91 1.42 -1.48
83 H 5.96 -0.35 -1.59
84 C -2.32 0.34 -2.71
85 Si -2.61 0.00 -0.87
86 C -4.15 1.07 -0.51
87 C -3.26 -1.80 -0.85
88 C -2.39 -2.82 -1.26
89 C -2.77 -4.16 -1.24
90 C -4.04 -4.51 -0.81
91 C -4.92 -3.52 -0.40
92 C -4.53 -2.19 -0.42
93 H -3.24 0.15 -3.28
94 H -1.53 -0.30 -3.12
95 H -2.02 1.37 -2.88
96 H -4.88 1.04 -1.32
97 H -3.85 2.11 -0.37
98 H -4.67 0.77 0.41
99 H -1.38 -2.56 -1.58
100 H -2.06 -4.92 -1.55
101 H -4.34 -5.55 -0.79
102 H -5.92 -3.79 -0.06
103 H -5.24 -1.43 -0.09
104 C 1.96 -1.89 3.46
105 O 1.09 -1.00 2.81
106 C 0.14 -1.50 1.89
107 C 0.18 -2.97 1.61
108 H 2.59 -2.44 2.75
109 H 1.43 -2.62 4.08
110 H 2.60 -1.29 4.11
111 H 0.20 -3.61 2.50
112 H 1.05 -3.27 1.00
113 H -0.71 -3.23 1.04

Output
Maximum force: 0.015 hartree/bohr
2S+1: 5
Net charge: -1
Orbital gap (alpha / beta): 5.02 / 6.36 eV
⟨S²⟩: 6.0302

(7)
Formula: C7H13NOSi
Source: the OMol25 dataset
Level of theory: wB97M-V/def2-TZVPD

Atoms and positions in Å:
1 C 1.13 -2.56 1.78
2 C 0.84 -1.64 0.64
3 N 1.81 -1.32 -0.09
4 C 1.75 -0.24 -1.15
5 C 1.05 1.06 -0.80
6 Si -0.78 0.68 -0.23
7 C -1.78 1.03 -1.80
8 C -1.48 1.85 1.20
9 C -0.70 -1.04 0.61
10 O -1.62 -1.69 1.02
11 H 0.71 -2.07 2.75
12 H 2.26 -2.68 1.74
13 H 0.72 -3.46 1.68
14 H 1.60 -0.63 -2.14
15 H 2.82 0.01 -1.29
16 H 1.60 1.48 0.00
17 H 1.02 1.81 -1.53
18 H -1.73 0.16 -2.56
19 H -2.90 1.31 -1.70
20 H -1.30 1.80 -2.39
21 H -0.80 2.47 1.88
22 H -2.10 2.52 0.57
23 H -2.11 1.15 1.78

Output
Relative energy (zero: lowest compared OMol25 entry of this formula, charge and spin): 159.9 kJ/mol
Maximum force: 0.090 hartree/bohr
Structure (SMILES): CC1=NCC[Si](C)(C)C1=O
Orbital gap: 8.50 eV

(8)
Formula: C2H4N4
Source: the OMol25 dataset
Level of theory: wB97M-V/def2-TZVPD

Atoms and positions in Å:
1 C -1.37 -0.22 0.14
2 N 0.04 -0.09 -0.17
3 C 0.94 0.89 0.04
4 N 2.14 0.40 -0.10
5 N 1.97 -0.91 -0.40
6 N 0.73 -1.21 -0.44
7 H -1.46 -0.94 0.95
8 H -1.92 -0.59 -0.73
9 H -1.78 0.74 0.46
10 H 0.70 1.92 0.26

Output
Relative energy (zero: lowest compared OMol25 entry of this formula, charge and spin): 149.8 kJ/mol
Maximum force: 0.005 hartree/bohr
Structure (SMILES): Cn1cnnn1
Orbital gap: 11.44 eV

(9)
Formula: C24H43Cl2LuN4O4SSi
Source: the OMol25 dataset
Level of theory: wB97M-V/def2-TZVPD

Atoms and positions in Å:
1 C 2.58 2.80 1.37
2 C 1.32 2.39 2.06
3 H 2.49 3.82 0.95
4 H 2.72 2.08 0.55
5 H 3.49 2.76 1.99
6 C 0.57 3.25 2.77
7 C 0.85 4.70 2.88
8 H -0.25 2.89 3.40
9 H 1.39 5.09 2.01
10 H 1.47 4.92 3.76
11 H -0.10 5.25 3.00
12 Lu -0.32 -0.60 -0.81
13 Cl 0.87 -0.03 -3.08
14 C -1.69 -2.32 1.69
15 O -1.70 -1.60 0.65
16 N -2.79 -2.71 2.33
17 C -4.12 -2.29 1.90
18 C -2.69 -3.28 3.68
19 H -0.74 -2.66 2.13
20 H -4.10 -1.94 0.87
21 H -4.51 -1.49 2.56
22 H -4.81 -3.14 2.01
23 H -1.62 -3.43 3.89
24 H -3.24 -4.23 3.72
25 H -3.11 -2.59 4.42
26 H -1.39 -5.33 -2.24
27 H 1.35 -5.31 -3.62
28 C -1.47 -5.01 -3.29
29 C 0.77 -4.67 -4.32
30 N -0.39 -4.11 -3.64
31 H -2.44 -4.55 -3.49
32 C -0.25 -2.92 -3.07
33 O -0.97 -2.42 -2.15
34 H 1.41 -3.84 -4.67
35 H 0.63 -2.38 -3.45
36 H -1.35 -5.89 -3.93
37 H 0.45 -5.28 -5.16
38 H 0.27 2.99 -0.13
39 H -1.85 3.91 1.86
40 C -0.59 3.37 -0.71
41 C -2.41 3.94 0.91
42 N -1.84 2.99 -0.06
43 H -0.54 2.96 -1.72
44 C -2.42 1.81 -0.30
45 O -1.89 0.91 -1.01
46 H -3.46 3.69 1.09
47 H -3.42 1.68 0.16
48 H -0.56 4.47 -0.73
49 H -2.33 4.95 0.49
50 O 0.63 0.63 0.58
51 C 0.94 0.91 1.90
52 C -1.44 0.92 2.68
53 C -0.15 0.47 2.86
54 H -1.65 1.54 1.80
55 C -2.41 0.70 3.65
56 H 1.87 0.39 2.17
57 C 0.20 -0.24 4.01
58 H -3.43 1.05 3.48
59 C -2.05 0.06 4.84
60 C -0.75 -0.43 5.02
61 H 1.24 -0.59 4.10
62 H -2.79 -0.07 5.63
63 H -0.47 -0.95 5.94
64 Si 3.08 0.91 -3.45
65 Cl 2.94 1.92 -1.62
66 C 2.15 1.67 -4.96
67 C 3.77 -0.80 -3.03
68 C 4.69 1.76 -4.20
69 H 1.18 2.13 -4.68
70 H 1.96 0.89 -5.71
71 H 2.74 2.47 -5.46
72 H 4.49 2.81 -4.46
73 H 5.00 1.26 -5.15
74 H 5.55 1.74 -3.51
75 H 3.16 -1.33 -2.28
76 H 4.77 -0.65 -2.60
77 H 3.88 -1.43 -3.92
78 S 1.64 -2.48 0.22
79 C 1.15 -3.90 -0.45
80 N 0.83 -4.95 -0.91

Output
Relative energy (zero: lowest compared OMol25 entry of this formula, charge and spin): 0.0 kJ/mol
Maximum force: 0.069 hartree/bohr
Orbital gap: 8.00 eV

(10)
Formula: C3H5N3
Source: the OMol25 dataset
Level of theory: wB97M-V/def2-TZVPD

Atoms and positions in Å:
1 C 1.69 -0.45 0.16
2 N 0.32 -0.83 -0.05
3 C -0.69 -0.07 -0.10
4 N -0.88 1.29 0.07
5 C -1.90 -0.79 -0.53
6 N -2.78 -1.44 -0.91
7 H 2.29 -1.34 -0.04
8 H 2.03 0.34 -0.53
9 H 1.92 -0.14 1.19
10 H -0.19 1.81 0.59
11 H -1.83 1.62 0.16

Output
Relative energy (zero: lowest compared OMol25 entry of this formula, charge and spin): 105.4 kJ/mol
Maximum force: 0.022 hartree/bohr
Structure (SMILES): C/N=C(\N)C#N
Orbital gap: 10.43 eV

(11)
Formula: C27H42N6O10
Source: the OMol25 dataset
Level of theory: wB97M-V/def2-TZVPD

Atoms and positions in Å:
1 C 43.94 41.00 -2.75
2 C 42.45 40.80 -2.46
3 C 42.25 41.44 -1.01
4 C 40.80 41.81 -0.78
5 C 40.21 42.65 -1.82
6 C 40.29 42.19 -3.34
7 N 41.68 41.56 -3.51
8 O 42.09 41.45 -4.68
9 C 40.02 43.53 -4.20
10 C 39.17 41.10 -3.48
11 C 42.02 39.29 -2.40
12 H 44.59 40.67 -1.90
13 H 44.29 41.96 -2.90
14 H 44.39 40.41 -3.57
15 H 42.95 42.47 -0.80
16 H 42.83 40.78 -0.30
17 H 40.64 42.19 0.34
18 H 40.04 41.00 -0.51
19 H 40.44 43.82 -1.72
20 H 39.15 42.80 -1.83
21 H 41.07 44.14 -4.23
22 H 39.31 44.11 -3.69
23 H 39.66 43.42 -5.22
24 H 39.34 40.35 -2.74
25 H 39.06 40.48 -4.41
26 H 38.04 41.38 -3.51
27 H 42.45 38.90 -1.52
28 H 42.15 38.48 -3.15
29 H 41.09 39.30 -2.27
30 N 45.43 39.82 0.80
31 O 44.70 40.71 1.41
32 O 45.05 38.61 0.88
33 O 46.54 40.19 0.34
34 C 47.68 38.49 4.80
35 C 48.17 37.58 5.91
36 C 47.34 36.27 6.44
37 C 46.03 36.02 5.62
38 C 45.56 36.99 4.46
39 C 46.41 38.24 4.21
40 N 45.24 34.93 5.98
41 O 44.24 34.67 5.13
42 O 45.78 34.08 6.68
43 H 48.18 39.52 4.54
44 H 49.41 37.54 6.44
45 H 47.66 35.75 7.17
46 H 44.66 36.92 4.02
47 H 46.11 38.90 3.32
48 C 48.37 36.32 1.90
49 C 49.64 35.64 2.45
50 C 51.01 36.18 2.03
51 C 51.05 37.51 1.26
52 C 49.68 38.04 0.59
53 C 48.39 37.37 0.89
54 N 52.23 38.27 0.87
55 O 52.23 39.16 -0.06
56 O 53.24 37.66 1.29
57 H 47.35 36.13 2.15
58 H 49.70 34.77 2.97
59 H 51.97 35.88 2.43
60 H 49.78 39.02 0.20
61 H 47.47 37.76 0.63
62 C 49.31 41.39 2.57
63 O 50.52 41.35 2.80
64 N 48.55 41.99 3.48
65 C 47.18 42.03 3.18
66 C 49.00 42.70 4.72
67 H 48.82 40.81 1.88
68 H 46.93 41.04 3.41
69 H 46.72 42.35 2.21
70 H 46.49 42.41 3.99
71 H 49.80 43.56 4.41
72 H 49.52 42.14 5.18
73 H 48.40 43.15 5.22
74 C 45.07 43.43 -0.06
75 O 44.13 44.01 0.51
76 N 45.48 43.92 -1.22
77 C 46.71 43.31 -1.90
78 C 44.74 45.01 -1.97
79 H 45.84 42.51 0.18
80 H 47.59 43.93 -1.64
81 H 46.63 43.15 -2.99
82 H 46.83 42.31 -1.56
83 H 44.03 44.43 -2.56
84 H 45.48 45.61 -2.70
85 H 44.25 45.69 -1.20

Output
Relative energy (zero: lowest compared OMol25 entry of this formula, charge and spin): 325.7 kJ/mol
Maximum force: 0.294 hartree/bohr
Orbital gap: 3.95 eV

(12)
Formula: C4H9NO2
Source: the OMol25 dataset
Level of theory: wB97M-V/def2-TZVPD

Atoms and positions in Å:
1 C 2.16 -0.22 -1.17
2 N 0.86 -0.27 -0.60
3 C 0.51 0.08 0.68
4 O -0.29 1.26 0.70
5 C -1.53 0.92 0.17
6 C -2.03 -0.49 0.41
7 O -2.35 -1.16 -0.54
8 H 2.38 -1.24 -1.45
9 H 2.06 0.40 -2.05
10 H 2.91 0.16 -0.45
11 H 0.17 -0.68 -1.20
12 H 1.38 0.32 1.30
13 H -0.08 -0.76 1.06
14 H -2.23 1.58 0.67
15 H -1.66 0.97 -0.92
16 H -2.24 -0.80 1.46

Output
Relative energy (zero: lowest compared OMol25 entry of this formula, charge and spin): 296.4 kJ/mol
Maximum force: 0.019 hartree/bohr
Structure (SMILES): CNCOCC=O
Orbital gap: 9.58 eV